A:
ORCA calculation (wB97M-V/def2-TZVPD) on an isolated molecule of C3H6.

Last column: Mulliken charge in e.
Cartesian coordinates (Å):
C (-0.18454, 0.34777, -0.73647)  -0.42
C (0.58921, 0.37180, 0.62188)  -0.59
C (-0.28077, -0.79520, 0.23417)  -0.31
H (0.43836, 0.35204, -1.63142)  0.22
H (-1.16922, 0.87749, -0.88277)  0.18
H (0.23049, 1.04812, 1.46440)  0.18
H (1.58486, 0.31625, 0.52357)  0.29
H (0.19497, -1.79542, -0.14276)  0.23
H (-1.40336, -0.72284, 0.54939)  0.21

Calculated values
HOMO energy: -10.13 eV
SMILES: C1CC1
2S+1: 1
LUMO: 0.0509 Ha
Total charge: 0


B:
ORCA calculation (wB97M-V/def2-TZVPD) on an isolated molecule of C3H6.

Last column: Mulliken charge in e.
Cartesian coordinates (Å):
C (0.41846, 0.41269, -0.58377)  -0.46
C (0.43601, -0.59375, 0.53685)  -0.42
C (-0.81631, 0.06202, 0.08352)  -0.39
H (0.58389, 0.21450, -1.65493)  0.22
H (0.60682, 1.52532, -0.42044)  0.19
H (0.97072, -0.29375, 1.57009)  0.19
H (0.42826, -1.65445, 0.25169)  0.23
H (-1.51671, -0.60012, -0.40432)  0.23
H (-1.11114, 0.92754, 0.62131)  0.22

Calculated values
HOMO energy: -10.60 eV
SMILES: C1CC1
2S+1: 1
LUMO: 0.0508 Ha
Total charge: 0


C:
ORCA calculation (wB97M-V/def2-TZVPD) on an isolated molecule of C3H6.

Last column: Mulliken charge in e.
Cartesian coordinates (Å):
C (1.32644, -0.15986, 0.03731)  -0.74
C (0.22787, 0.55281, 0.03626)  0.06
C (-1.09296, -0.11490, 0.01894)  -0.96
H (1.35364, -1.29299, -0.00589)  0.20
H (2.28618, 0.29356, -0.03477)  0.28
H (0.20759, 1.61340, -0.01345)  0.33
H (-1.09300, -0.83481, -0.82185)  0.27
H (-1.33805, -0.70256, 0.89920)  0.27
H (-1.87770, 0.64533, -0.11574)  0.29

Calculated values
HOMO energy: -9.62 eV
SMILES: C=CC
2S+1: 1
LUMO: 0.0498 Ha
Total charge: 0


D:
ORCA calculation (wB97M-V/def2-TZVPD) on a 2-piece molecular cluster, C3H6 overall.

Last column: Mulliken charge in e.
Cartesian coordinates (Å):
C (-1.94468, -0.58593, 0.02091)  -0.29
C (-1.87419, 0.60940, -0.04339)  -0.47
H (-1.73112, -1.64182, -0.03891)  0.38
H (-2.08255, 1.60574, 0.06643)  0.39
C (1.51268, 0.05697, -0.00885)  -0.86
H (1.71860, -0.71619, 0.81021)  0.22
H (0.67862, -0.31484, -0.51911)  0.13
H (2.35742, -0.09553, -0.67055)  0.28
H (1.36522, 1.08220, 0.38326)  0.20

Calculated values
HOMO energy: -10.73 eV
SMILES: C#C.C
2S+1: 1
LUMO: 0.0438 Ha
Total charge: 0


Here is how they stack up, most stable first: C, B, A, D.


A:
ORCA calculation (wB97M-V/def2-TZVPD) on a 5-piece molecular cluster, CH11NO4 overall.

Last column: Mulliken charge in e.
Cartesian coordinates (Å):
C (-0.82544, -0.34791, -1.67580)  -0.72
N (-0.46919, 0.85850, -1.00766)  -0.40
H (-0.56656, -1.27726, -1.17339)  0.28
H (-0.40438, -0.35857, -2.68415)  0.37
H (-1.92759, -0.34624, -1.80358)  0.30
H (-0.58100, 0.86698, 0.01726)  0.31
H (-2.23961, -1.08716, 1.80699)  0.23
O (-2.00952, -0.27824, 1.35054)  -0.76
H (-0.15943, 0.70569, 3.15484)  0.15
H (-1.09534, 0.13492, 1.78050)  0.46
O (0.17040, 0.58766, 2.26239)  -1.03
H (2.77688, 1.36447, -1.26093)  0.22
H (0.57586, 0.98114, -1.03321)  0.34
O (2.11626, 0.66132, -1.32975)  -0.74
H (1.33712, -0.75385, 1.31033)  0.33
H (1.75137, -0.51039, -0.19356)  0.40
O (1.55016, -1.20107, 0.47917)  -0.72

Calculated values
HOMO energy (alpha / beta): -4.35 / -4.35 eV
2S+1: 2
LUMO (alpha / beta): 0.1445 / 0.0238 Ha
Total charge: -1


B:
ORCA calculation (wB97M-V/def2-TZVPD) on a 5-piece molecular cluster, CH11NO4 overall.

Last column: Mulliken charge in e.
Cartesian coordinates (Å):
C (0.88709, -1.40063, 1.22037)  -0.93
N (2.12997, -0.82351, 1.21555)  -0.67
H (0.41169, -1.78665, 0.33186)  0.33
H (0.33150, -1.34787, 2.15707)  0.31
H (2.51258, -0.60596, 2.12195)  0.07
H (2.66350, -1.66726, -0.33428)  0.46
H (3.88712, -2.10865, -0.99225)  0.30
O (2.95324, -2.20868, -1.09887)  -0.75
H (-2.94983, 0.63672, -0.56768)  0.36
H (-4.14510, 1.45653, -1.15412)  0.31
O (-3.87829, 0.59021, -0.81549)  -0.67
H (0.33825, 0.17017, -0.28873)  0.33
H (-0.10515, -0.17740, -1.76835)  0.33
O (-0.12087, 0.49224, -1.09017)  -0.74
H (-1.39851, 3.31391, -0.22412)  0.32
H (-1.49189, 2.37062, 0.82220)  0.33
O (-2.02529, 3.09619, 0.46504)  -0.69

Calculated values
HOMO energy (alpha / beta): -0.32 / -4.23 eV
2S+1: 2
LUMO (alpha / beta): 0.1310 / 0.1293 Ha
Total charge: -1


Here is how they stack up, most stable first: B, A.


A:
ORCA calculation (wB97M-V/def2-TZVPD) on CH5BrP2 as an isolated structure.

Last column: Mulliken charge in e.
Cartesian coordinates (Å):
C (0.09228, -0.05079, 0.31732)  -0.37
P (0.87982, 1.37055, -0.48043)  -0.04
P (-1.70931, -0.19983, -0.00935)  -0.03
Br (0.39865, 0.12339, 2.25196)  -0.10
H (1.14891, -1.18345, 0.21991)  0.33
H (2.23124, 1.04694, 0.08072)  0.08
H (0.67110, 0.87548, -1.72723)  0.03
H (-1.89378, -0.63831, -1.30038)  0.05
H (-1.81891, -1.34398, 0.64747)  0.04

Calculated values
HOMO energy: -9.03 eV
2S+1: 1
LUMO: 0.0041 Ha
Total charge: 0


B:
ORCA calculation (wB97M-V/def2-TZVPD) on an isolated molecule of CH5BrP2.

Last column: Mulliken charge in e.
Cartesian coordinates (Å):
C (-1.11922, -0.99850, 0.26078)  -0.93
P (-0.16764, 0.26807, -1.03114)  0.04
P (1.24550, 0.95404, 0.41778)  -0.05
Br (2.99084, -0.29521, -0.07581)  -0.17
H (-0.92452, -0.38715, 1.14192)  0.33
H (-0.65825, -1.98553, 0.22642)  0.28
H (-2.12786, -1.21380, -0.09909)  0.31
H (-0.96614, 1.31917, -0.49757)  0.07
H (1.72728, 2.33891, -0.34330)  0.11

Calculated values
HOMO energy: -8.85 eV
SMILES: C[PH]#[PH]Br
2S+1: 1
LUMO: 0.0214 Ha
Total charge: 0


Here is how they stack up, most stable first: B, A.


A:
ORCA calculation (wB97M-V/def2-TZVPD) on an isolated molecule of C4H5ClS2.

Last column: Mulliken charge in e.
Cartesian coordinates (Å):
C (-0.80529, 1.55888, -0.31762)  -0.57
C (-0.33167, 0.34013, -0.15927)  0.05
C (-1.06377, -0.87695, 0.48910)  -0.45
Cl (-2.10013, -1.76888, -0.71722)  -0.17
S (0.96377, -0.07886, -1.24520)  0.03
C (2.17123, -0.34281, 0.02588)  -0.21
S (3.51096, -1.28386, -0.35732)  -0.20
H (-0.43793, 2.36839, -0.89476)  0.33
H (-1.85482, 1.84442, -0.00767)  0.22
H (-1.67121, -0.69859, 1.42863)  0.35
H (-0.25886, -1.47233, 0.85502)  0.31
H (1.87771, 0.41046, 0.90043)  0.30

Calculated values
HOMO energy: -8.92 eV
SMILES: C=C(CCl)SC=S
2S+1: 1
LUMO: -0.0296 Ha
Total charge: 0


B:
ORCA calculation (wB97M-V/def2-TZVPD) on a 2-piece molecular cluster, C4H5ClS2 overall.

Last column: Mulliken charge in e.
Cartesian coordinates (Å):
C (2.09998, 1.96590, 0.89979)  -0.30
C (1.57819, 2.76906, 0.17878)  0.10
C (0.31788, -0.73350, -0.98424)  -0.05
C (-0.94456, -0.23017, -0.42226)  -0.98
S (-0.41435, 0.76081, -3.40808)  -0.36
S (0.86335, -0.38033, -2.50796)  0.07
Cl (0.82254, 3.84781, -0.78229)  -0.14
H (2.59300, 1.28304, 1.52213)  0.35
H (0.94713, -1.39757, -0.41685)  0.38
H (-1.22850, 0.69939, -0.91880)  0.33
H (-0.85997, -0.06929, 0.64886)  0.28
H (-1.74524, -0.95341, -0.59961)  0.32

Calculated values
HOMO energy (alpha / beta): -8.40 / -8.40 eV
2S+1: 1
LUMO (alpha / beta): -0.0199 / -0.0199 Ha
Total charge: 0


Here is how they stack up, most stable first: A, B.


A:
ORCA calculation (wB97M-V/def2-TZVPD) on an isolated molecule of C5H6OS.

Last column: Mulliken charge in e.
Cartesian coordinates (Å):
C (-1.39172, 0.19410, -0.02618)  0.03
C (-0.43801, 0.54744, 1.06897)  -0.15
C (0.73544, -0.49201, 0.81773)  -0.62
C (0.78238, -0.55316, -0.75400)  -0.57
C (-0.38829, 0.40232, -1.09302)  -0.17
H (-0.74289, 0.76919, 2.08145)  0.50
H (1.66895, -0.08672, 1.17611)  0.29
H (0.53851, -1.46341, 1.30923)  0.34
H (0.69873, -1.61247, -1.15484)  0.29
H (1.69448, -0.16384, -1.21997)  0.28
H (-0.65671, 0.56230, -2.09993)  0.56
O (-2.57931, 0.00675, -0.04048)  -0.58
S (0.07843, 1.88951, -0.06505)  -0.20

Calculated values
HOMO energy: -9.26 eV
2S+1: 1
LUMO: 0.0287 Ha
Total charge: 0


B:
ORCA calculation (wB97M-V/def2-TZVPD) on a 2-piece molecular cluster, C5H6OS overall.

Last column: Mulliken charge in e.
Cartesian coordinates (Å):
C (-3.09495, -0.82755, -0.04418)  -1.13
C (-1.98308, -0.23093, 0.61755)  0.75
C (-0.83435, 0.11019, 0.84322)  -0.41
S (0.62394, 0.84960, 1.35945)  0.00
O (0.87302, 1.83651, -0.01818)  -0.44
H (-3.83212, -1.04130, 0.66294)  0.33
H (-3.71301, -0.05193, -0.58183)  0.28
H (-2.94556, -1.60490, -0.76310)  0.31
H (1.80200, 1.72881, -0.02980)  0.28
C (3.76367, -0.04462, -0.21019)  -0.15
C (2.77006, -0.25956, -0.83609)  -0.62
H (4.60908, 0.06165, 0.38642)  0.39
H (1.96129, -0.52597, -1.38621)  0.40

Calculated values
HOMO energy: -8.32 eV
SMILES: CC#CSO.C#C
2S+1: 1
LUMO: 0.0196 Ha
Total charge: 0


Here is how they stack up, most stable first: A, B.


A:
ORCA calculation (wB97M-V/def2-TZVPD) on an isolated molecule of C5H6OS.

Last column: Mulliken charge in e.
Cartesian coordinates (Å):
C (-1.32061, 1.52732, 1.21852)  0.06
C (-0.94101, 0.62939, 0.51406)  -0.39
C (0.47709, -0.04976, -1.50769)  -0.60
C (1.53916, -0.28145, 0.84793)  -0.68
C (-0.52182, -0.36039, -0.31929)  -0.09
O (-1.22166, -1.51144, -0.36778)  -0.48
S (1.79849, 0.66840, -0.62688)  -0.12
H (-1.75434, 2.28100, 1.73369)  0.52
H (0.63843, -0.90593, -2.00494)  0.43
H (0.14193, 0.75051, -2.10132)  0.34
H (1.67440, 0.14957, 1.82852)  0.41
H (1.62865, -1.41332, 0.83690)  0.27
H (-2.13872, -1.48390, -0.05172)  0.33

Calculated values
HOMO energy (alpha / beta): -7.51 / -7.19 eV
2S+1: 1
LUMO (alpha / beta): 0.0060 / 0.0081 Ha
Total charge: 0


B:
ORCA calculation (wB97M-V/def2-TZVPD) on an isolated molecule of C5H6OS.

Last column: Mulliken charge in e.
Cartesian coordinates (Å):
C (-0.63856, 1.52297, 0.01228)  0.43
C (-1.53326, -0.55541, 0.06279)  -0.15
C (0.73784, 1.04212, 0.02199)  -0.43
C (-0.26121, -1.22810, 0.21425)  -0.24
C (0.91169, -0.39121, -0.38610)  -0.82
O (-1.24983, 2.51928, 0.02022)  -0.39
S (-3.05754, -0.99058, -0.05203)  -0.29
H (1.29235, 1.61041, -0.64145)  0.35
H (1.08459, 1.32502, 1.04026)  0.28
H (0.11202, -1.26010, 1.29654)  0.22
H (-0.20218, -2.35706, -0.16814)  0.31
H (1.08557, -0.35331, -1.42800)  0.37
H (1.71852, -0.88401, 0.00739)  0.36

Calculated values
HOMO energy: -7.28 eV
2S+1: 1
LUMO: -0.0013 Ha
Total charge: 0


Here is how they stack up, most stable first: B, A.


A:
ORCA calculation (wB97M-V/def2-TZVPD) on an isolated molecule of C3H8OS.

Last column: Mulliken charge in e.
Cartesian coordinates (Å):
C (-2.07962, 0.47773, 0.09887)  -0.93
C (-0.82753, -0.35882, 0.14949)  -0.41
S (0.60623, 0.37217, -0.36441)  0.70
C (1.93646, -0.72652, 0.33248)  -0.94
O (0.74403, 1.68910, 0.21588)  -0.62
H (-2.71196, 0.50387, 1.02304)  0.28
H (-1.60791, 1.45382, 0.16121)  0.25
H (-2.63757, 0.41400, -0.75439)  0.32
H (-1.14792, -1.30912, -0.38741)  0.21
H (1.11102, 0.49666, -1.77959)  0.11
H (1.65766, -1.20313, 1.32216)  0.33
H (2.16403, -1.64253, -0.39356)  0.31
H (2.79308, -0.16722, 0.37622)  0.38

Calculated values
HOMO energy: -8.03 eV
SMILES: CC=[S@H](C)=O
2S+1: 1
LUMO: 0.0143 Ha
Total charge: 0


B:
ORCA calculation (wB97M-V/def2-TZVPD) on a 2-piece molecular cluster, C3H8OS overall.

Last column: Mulliken charge in e.
Cartesian coordinates (Å):
C (1.29762, 0.26981, -1.66851)  -0.82
C (1.01817, -0.26432, -3.05942)  0.14
O (0.53423, 0.41868, -3.92284)  -0.46
H (0.58937, 1.09790, -1.55877)  0.27
H (2.21077, 0.87516, -1.53234)  0.29
H (1.32444, -0.36562, -0.79159)  0.27
H (0.92780, -1.35495, -3.16802)  0.30
C (-1.44009, -0.08965, 2.13164)  -0.71
S (-1.12598, -0.80179, 3.78474)  -0.20
H (-2.50754, -0.32553, 1.96926)  0.26
H (-1.58872, 0.97884, 2.02976)  0.34
H (-0.81456, -0.66057, 1.46147)  0.20
H (-0.42551, 0.22206, 4.32462)  0.12

Calculated values
HOMO energy: -9.19 eV
SMILES: CC=O.CS
2S+1: 1
LUMO: 0.0256 Ha
Total charge: 0


C:
ORCA calculation (wB97M-V/def2-TZVPD) on an isolated molecule of C3H8OS.

Last column: Mulliken charge in e.
Cartesian coordinates (Å):
O (-0.27394, 0.02380, -2.96693)  -0.51
C (-0.87491, -0.15264, -1.68254)  -0.43
C (0.05248, 0.21646, -0.55834)  -0.45
C (-0.47855, -0.18798, 0.81695)  -0.78
S (0.73654, 0.00756, 2.14356)  -0.20
H (0.40983, 0.69034, -2.86415)  0.31
H (-1.83092, 0.36438, -1.68078)  0.29
H (-1.15265, -1.19875, -1.58084)  0.29
H (0.99164, -0.29867, -0.74471)  0.34
H (0.36000, 1.27288, -0.58135)  0.36
H (-0.72582, -1.25103, 0.74569)  0.32
H (-1.36819, 0.38998, 1.06527)  0.36
H (0.45858, 1.27203, 2.37989)  0.11

Calculated values
HOMO energy: -9.25 eV
SMILES: OCCCS
2S+1: 1
LUMO: 0.0327 Ha
Total charge: 0


Here is how they stack up, most stable first: C, B, A.


A:
ORCA calculation (wB97M-V/def2-TZVPD) on an isolated molecule of C3H8OS.

Last column: Mulliken charge in e.
Cartesian coordinates (Å):
C (1.38513, -1.36403, 0.43411)  -1.28
C (0.00064, -0.63484, -0.04173)  -0.07
S (0.32231, 0.65000, -1.43040)  -0.31
C (-0.73091, -0.14435, 1.36207)  -0.34
O (-1.57479, 0.87842, 0.93051)  -0.48
H (1.13624, -1.95873, 1.36766)  0.30
H (1.77953, -1.93531, -0.31520)  0.41
H (2.22149, -0.82389, 0.76357)  0.42
H (-0.68132, -1.38672, -0.44607)  0.34
H (1.29064, 1.44690, -0.65594)  0.19
H (-1.33126, -1.23779, 1.83751)  0.23
H (0.05633, 0.21702, 2.33901)  0.20
H (-0.95946, 1.11046, 0.02508)  0.39

Calculated values
HOMO energy: -9.75 eV
SMILES: C[C@H](S)CO
2S+1: 1
LUMO: 0.0224 Ha
Total charge: 0


B:
ORCA calculation (wB97M-V/def2-TZVPD) on an isolated molecule of C3H8OS.

Last column: Mulliken charge in e.
Cartesian coordinates (Å):
O (2.07755, 0.62527, -1.26835)  -0.55
C (1.03773, 0.58092, -0.21106)  -0.42
C (0.06242, -0.60111, -0.23457)  -0.50
C (-0.94439, -0.72482, 1.02905)  -0.39
S (-1.98597, 0.61378, 0.73373)  -0.25
H (1.81021, 1.47309, -1.95217)  0.34
H (1.78272, 0.60677, 0.75350)  0.21
H (0.31420, 1.49837, -0.21932)  0.33
H (0.86319, -1.39837, -0.44051)  0.30
H (-0.31541, -0.54571, -1.29263)  0.21
H (-1.57683, -1.63781, 1.26095)  0.34
H (-0.17794, -0.37317, 1.74389)  0.27
H (-2.94748, -0.11720, 0.09751)  0.12

Calculated values
HOMO energy: -8.96 eV
SMILES: OCCCS
2S+1: 1
LUMO: 0.0286 Ha
Total charge: 0


C:
ORCA calculation (wB97M-V/def2-TZVPD) on a 2-piece molecular cluster, C3H8OS overall.

Last column: Mulliken charge in e.
Cartesian coordinates (Å):
C (-0.64757, 0.78035, 0.45513)  -0.70
C (0.58504, 0.71459, -0.43620)  -0.54
C (1.47777, -0.53279, 0.04761)  -0.31
H (-2.86332, -1.46427, 1.08194)  0.13
H (-0.56542, 0.60858, 1.65822)  0.32
H (-1.22994, 1.83279, 0.62150)  0.31
H (1.22671, 1.74586, -0.41869)  0.24
H (0.44532, 0.65524, -1.38041)  0.47
H (1.39971, -1.41695, -0.61754)  0.30
H (1.16317, -0.67102, 1.25296)  0.18
H (3.13779, -1.17188, -0.04518)  0.37
O (2.96228, -0.12614, 0.06773)  -0.51
S (-2.18148, -0.30513, -0.19337)  -0.27

Calculated values
HOMO energy: -9.13 eV
2S+1: 1
LUMO: -0.0132 Ha
Total charge: 0


Here is how they stack up, most stable first: B, A, C.